Record 1
Formula: C28H27BClN11O2PdSe
Source: the OMol25 dataset
Level of theory: the ωB97M-V functional and the def2-TZVPD basis

Summary:
Total charge: -1
Lowest unoccupied orbital energy (alpha / beta) (eV): 2.56 / 2.55
Frontier orbital gap (alpha / beta) (eV): 5.5568 / 8.0479
Energy relative to the best compared isomer or geometry (same formula, charge and spin) (kJ/mol): 0.0
HOMO energy (alpha / beta) (eV): -3.00 / -5.49
Spin multiplicity: 2
⟨S²⟩: 0.782

Structure (XYZ):
```
72
C28H27BClN11O2PdSe, DFT the ωB97M-V functional and the def2-TZVPD basis
Pd 0.820 0.529 0.312
C 3.954 -0.707 1.116
C 3.053 -1.548 0.279
C 3.169 -2.900 -0.056
C 2.048 -3.178 -0.803
N 1.320 -2.062 -0.930
N 1.933 -1.066 -0.249
B -0.070 -1.841 -1.619
N -0.070 -0.429 -2.288
C -0.353 -0.155 -3.570
C -0.115 1.181 -3.797
C 0.333 1.685 -2.569
C 0.725 3.080 -2.232
N 0.350 0.704 -1.677
N -1.203 -1.980 -0.620
C -1.856 -3.081 -0.195
C -2.629 -2.723 0.882
C -2.366 -1.349 1.063
C -2.863 -0.418 2.120
N -1.510 -0.916 0.158
N -0.180 -2.869 -2.758
C 0.788 -3.261 -3.616
C 0.198 -3.954 -4.643
C -1.178 -3.926 -4.334
C -2.319 -4.512 -5.103
N -1.397 -3.269 -3.209
H 4.993 -0.845 0.815
H 3.863 -0.980 2.168
H 3.692 0.347 1.021
H 3.954 -3.580 0.227
H 1.717 -4.103 -1.243
H -0.718 -0.929 -4.223
H -0.251 1.727 -4.714
H 1.231 3.539 -3.081
H 1.381 3.110 -1.363
H -0.156 3.683 -2.002
H -1.739 -4.025 -0.697
H -3.274 -3.358 1.465
H -3.925 -0.195 1.996
H -2.305 0.518 2.072
H -2.728 -0.855 3.112
H 1.819 -2.995 -3.456
H 0.684 -4.417 -5.484
H -2.024 -5.433 -5.605
H -2.682 -3.821 -5.867
H -3.148 -4.733 -4.433
Se 0.248 -3.467 3.236
N 0.864 -2.567 4.679
C 1.169 -1.345 4.253
C 1.687 -0.306 5.045
C 1.954 0.920 4.435
C 1.709 1.102 3.090
N 1.214 0.136 2.288
C 0.941 -1.090 2.824
N 0.469 -2.079 2.106
H 1.859 -0.477 6.099
H 2.353 1.752 5.000
H 1.919 2.047 2.603
Cl -3.393 7.887 2.390
C -2.347 6.543 1.988
C -0.974 6.716 2.052
C -0.151 5.647 1.732
C -0.691 4.423 1.362
C -2.073 4.274 1.307
C -2.911 5.335 1.617
C 0.227 3.272 1.018
O 1.440 3.470 0.956
O -0.375 2.156 0.844
H -0.564 7.671 2.347
H 0.926 5.746 1.759
H -2.479 3.313 1.022
H -3.986 5.230 1.576
```

---

Record 2
Formula: C47H58BClN2O23S3
Source: the OMol25 dataset
Level of theory: the ωB97M-V functional and the def2-TZVPD basis

Summary:
Lowest unoccupied orbital energy (eV): -1.61
Frontier orbital gap (eV): 6.4573
HOMO energy (eV): -8.07
SMILES: CCOCCOCCOCN(S)[C@@](C)([C@@](CCCS)(O[C@H](Cl)Cc1cccc(C)c1)B(N)O)S(C)(=O)=O.O=C1C=C(O)C(=O)C=C1O.O=C1C=C(O)C(=O)C=C1O.O=C1C=C(O)C(=O)C=C1O.O=C1C=C(O)C(=O)C=C1O

Structure (XYZ):
```
135
C47H58BClN2O23S3, DFT the ωB97M-V functional and the def2-TZVPD basis
C 3.386 -3.619 -0.183
C 4.694 -3.952 -0.999
O 5.614 -2.867 -1.105
C 5.052 -1.752 -1.803
C 4.993 -0.461 -0.859
O 5.131 -0.836 0.509
C 4.712 0.212 1.392
C 3.734 -0.423 2.485
O 2.770 0.589 2.773
C 1.524 0.012 3.232
N 0.332 0.716 2.749
S 0.383 2.307 3.462
C 0.093 0.650 1.305
C 0.921 -0.506 0.569
C -1.463 0.260 1.033
C -1.909 0.599 -0.474
C -3.285 -0.104 -0.852
C -3.506 0.225 -2.403
S -3.902 2.018 -2.664
O -1.550 -1.170 1.068
C -2.209 -1.832 2.087
Cl -1.341 -1.845 3.719
C -2.176 -3.396 1.670
C -2.108 -3.614 0.138
C -0.837 -3.565 -0.609
C -0.731 -3.799 -2.034
C -1.936 -4.060 -2.816
C -3.207 -4.115 -2.103
C -4.504 -4.396 -2.953
C -3.311 -3.921 -0.654
B -2.515 1.122 1.921
N -3.454 2.147 1.327
O -2.601 1.040 3.345
S 0.623 2.185 0.342
C 0.939 1.822 -1.453
O -0.338 3.289 0.457
O 1.968 2.644 0.754
H 3.612 -3.446 0.904
H 2.655 -4.459 -0.337
H 2.862 -2.687 -0.536
H 4.426 -4.405 -2.000
H 5.227 -4.765 -0.428
H 4.037 -1.972 -2.232
H 5.734 -1.540 -2.677
H 5.881 0.181 -1.138
H 4.031 0.066 -1.097
H 5.554 0.783 1.863
H 4.094 0.974 0.833
H 3.302 -1.337 2.000
H 4.385 -0.663 3.371
H 1.496 -1.104 3.106
H 1.544 0.166 4.352
H 1.452 2.377 4.324
H 0.934 -1.468 1.122
H 0.571 -0.701 -0.470
H 1.973 -0.101 0.483
H -1.186 0.148 -1.221
H -1.917 1.694 -0.681
H -3.214 -1.216 -0.790
H -4.161 0.349 -0.327
H -2.598 -0.027 -3.006
H -4.410 -0.352 -2.730
H -2.745 2.693 -2.951
H -3.311 -1.639 2.206
H -1.247 -3.855 2.111
H -3.052 -3.894 2.166
H 0.073 -3.336 0.003
H 0.273 -3.759 -2.510
H -1.816 -4.228 -3.911
H -4.232 -4.909 -3.907
H -5.235 -4.967 -2.331
H -4.998 -3.411 -3.195
H -4.327 -4.017 -0.206
H -4.392 1.776 1.547
H -3.332 2.985 1.902
H -3.534 0.918 3.589
H 1.460 2.756 -1.813
H 0.002 1.746 -2.050
H 1.667 0.992 -1.600
O -2.742 -7.258 -1.628
C -2.842 -8.242 -2.335
C -2.997 -9.591 -1.791
C -3.088 -10.646 -2.607
O -3.233 -11.896 -2.130
C -3.031 -10.491 -4.092
O -3.098 -11.481 -4.797
C -2.900 -9.141 -4.638
C -2.813 -8.084 -3.823
O -2.694 -6.832 -4.308
H -3.035 -9.691 -0.715
H -3.272 -12.473 -2.917
H -2.877 -9.041 -5.714
H -2.646 -6.241 -3.527
O 4.536 7.120 -2.741
C 4.445 6.113 -3.417
C 4.300 4.779 -2.833
C 4.220 3.702 -3.619
O 4.084 2.463 -3.105
C 4.280 3.813 -5.107
O 4.222 2.802 -5.783
C 4.401 5.147 -5.692
C 4.477 6.227 -4.908
O 4.587 7.465 -5.422
H 4.260 4.711 -1.754
H 4.052 1.864 -3.876
H 4.425 5.216 -6.771
H 4.625 8.065 -4.652
O -4.234 9.141 0.242
C -4.377 8.138 -0.434
C -4.606 6.819 0.149
C -4.741 5.743 -0.635
O -4.954 4.521 -0.119
C -4.660 5.850 -2.125
O -4.772 4.845 -2.803
C -4.455 7.174 -2.709
C -4.323 8.248 -1.924
O -4.136 9.478 -2.437
H -4.660 6.756 1.227
H -5.010 3.913 -0.885
H -4.416 7.241 -3.788
H -4.070 10.075 -1.667
O 2.493 1.285 6.324
C 2.525 1.979 7.325
C 1.879 1.587 8.575
C 1.927 2.390 9.643
O 1.342 2.052 10.806
C 2.633 3.707 9.599
O 2.637 4.415 10.589
C 3.300 4.087 8.354
C 3.255 3.283 7.288
O 3.863 3.610 6.132
H 1.369 0.634 8.594
H 1.519 2.796 11.413
H 3.822 5.034 8.340
H 3.683 2.870 5.520
```

---

Record 3
Formula: C18H47BNO6P2S
Source: the OMol25 dataset
Level of theory: the ωB97M-V functional and the def2-TZVPD basis

Summary:
Total charge: -1
Lowest unoccupied orbital energy (eV): 2.44
Frontier orbital gap (eV): 5.3136
HOMO energy (eV): -2.87

Structure (XYZ):
```
76
C18H47BNO6P2S, DFT the ωB97M-V functional and the def2-TZVPD basis
C 0.440 -2.480 4.610
C -0.640 -1.311 4.875
S -0.461 -0.049 3.541
C -2.086 0.538 2.912
P -2.534 0.446 1.055
C -2.418 2.388 1.023
C -0.735 0.184 0.416
C 0.268 1.387 0.475
C 1.785 1.038 0.056
C 2.180 -0.481 0.122
C 2.014 1.490 -1.470
C -3.367 0.360 -0.652
C -2.573 1.114 -1.920
C -2.668 0.302 -3.345
O -3.445 1.617 -3.019
B -2.510 -1.534 1.157
O -2.229 -2.383 -0.015
O -2.582 -2.326 2.352
P -4.699 0.561 1.747
N -4.866 1.670 3.151
O -5.240 -0.954 2.365
H 0.777 -2.365 3.535
H 1.371 -2.345 5.240
H -0.016 -3.507 4.704
H -1.680 -1.747 4.919
H -0.415 -0.854 5.894
H -2.863 -0.059 3.511
H -2.219 1.554 3.413
H -1.709 2.832 1.771
H -2.108 2.827 0.038
H -3.437 2.857 1.248
H -0.688 -0.184 -0.669
H -0.321 -0.771 0.895
H 0.030 2.252 -0.228
H 0.339 1.851 1.506
H 2.510 1.664 0.657
H 3.222 -0.652 -0.304
H 1.497 -1.141 -0.506
H 2.128 -0.868 1.180
H 3.067 1.246 -1.822
H 1.847 2.590 -1.635
H 1.327 0.916 -2.173
H -4.274 1.055 -0.640
H -3.774 -0.608 -1.034
H -1.570 1.670 -1.701
H -1.755 0.502 -3.957
H -3.319 -0.605 -3.398
H -3.115 -2.698 -0.276
H -1.816 -2.933 2.284
H -5.731 2.198 2.965
H -5.025 1.156 4.025
H -5.671 -0.824 3.225
C -0.869 -1.147 -6.120
C -0.102 -0.033 -6.813
C -0.146 -0.188 -8.326
O 1.256 -0.044 -6.374
H -0.432 -2.124 -6.353
H -0.820 -1.030 -5.037
H -1.918 -1.152 -6.424
H -0.524 0.935 -6.531
H 0.315 -1.132 -8.634
H 0.418 0.613 -8.811
H -1.174 -0.166 -8.695
H 1.639 -0.894 -6.618
C 6.216 0.967 3.560
C 5.471 0.074 2.579
C 6.102 -1.308 2.500
O 5.480 0.675 1.287
H 7.255 1.108 3.246
H 5.758 1.958 3.598
H 6.211 0.540 4.566
H 4.426 -0.017 2.886
H 7.138 -1.244 2.150
H 5.564 -1.934 1.785
H 6.094 -1.803 3.474
H 6.398 0.761 1.004
```

---

Record 4
Formula: C18H12BCl5F5O2STa
Source: the OMol25 dataset
Level of theory: the ωB97M-V functional and the def2-TZVPD basis

Summary:
Total charge: +2
Lowest unoccupied orbital energy (eV): -9.26
Frontier orbital gap (eV): 6.2486
Energy relative to the best compared isomer or geometry (same formula, charge and spin) (kJ/mol): 0.0
HOMO energy (eV): -15.51

Structure (XYZ):
```
45
C18H12BCl5F5O2STa, DFT the ωB97M-V functional and the def2-TZVPD basis
Ta -1.178 0.051 0.421
Cl -1.069 0.274 3.082
C -0.547 1.858 2.449
C -0.549 1.869 1.069
C -0.143 3.012 0.385
Cl -0.141 2.928 -1.325
C 0.252 4.133 1.101
Cl 0.753 5.538 0.291
C 0.235 4.082 2.518
Cl 0.715 5.439 3.402
C -0.164 2.922 3.226
Cl -0.171 2.838 4.922
C 3.898 -0.807 0.598
C 2.902 -0.423 -0.467
C 3.249 0.900 -1.121
O 1.559 -0.179 0.204
B 0.659 -0.630 -0.705
O 1.090 -1.307 -1.761
C 2.542 -1.555 -1.484
C 3.288 -1.474 -2.796
C 2.614 -2.950 -0.891
H 4.076 0.039 1.261
H 4.848 -1.069 0.128
H 3.562 -1.655 1.188
H 3.285 1.680 -0.360
H 2.519 1.178 -1.883
H 4.230 0.843 -1.591
H 3.114 -0.531 -3.308
H 2.966 -2.285 -3.447
H 4.358 -1.588 -2.618
H 2.069 -3.022 0.052
H 3.650 -3.236 -0.710
H 2.184 -3.659 -1.596
F -7.067 -2.759 0.833
C -6.107 -1.970 0.425
C -4.778 -2.359 0.601
F -4.467 -3.496 1.184
C -3.813 -1.493 0.153
F -2.459 -1.830 0.342
C -4.058 -0.274 -0.452
S -2.754 0.760 -1.079
C -5.390 0.098 -0.594
F -5.690 1.251 -1.157
C -6.408 -0.748 -0.167
F -7.660 -0.391 -0.324
```

---

Record 5
Formula: C37H36NO10S
Source: the OMol25 dataset
Level of theory: the ωB97M-V functional and the def2-TZVPD basis

Summary:
Total charge: +1
Lowest unoccupied orbital energy (eV): -4.43
Frontier orbital gap (eV): 7.4950
HOMO energy (eV): -11.93

Structure (XYZ):
```
85
C37H36NO10S, DFT the ωB97M-V functional and the def2-TZVPD basis
C 3.334 0.950 -3.950
C 1.786 1.051 -3.999
C 1.069 0.406 -2.773
C 0.144 1.339 -1.963
C -1.367 1.060 -2.073
C -1.820 0.546 -3.449
S -1.872 1.875 -4.715
C -0.936 -0.606 -3.981
N 0.305 -0.827 -3.177
H 3.804 1.309 -4.872
H 3.739 1.541 -3.115
H 3.653 -0.091 -3.793
H 1.427 0.583 -4.928
H 1.477 2.101 -4.049
H 1.833 0.010 -2.085
H 0.417 1.271 -0.901
H 0.335 2.373 -2.276
H -1.705 0.376 -1.280
H -1.889 2.012 -1.897
H -2.837 0.147 -3.348
H -3.125 2.285 -4.441
H -1.495 -1.552 -3.951
H -0.621 -0.442 -5.017
H 0.083 -1.393 -2.324
H 0.947 -1.416 -3.712
C 4.546 -3.898 -6.266
C 3.538 -3.371 -5.576
C 3.683 -3.048 -4.142
O 2.758 -2.556 -3.506
C 4.975 -3.333 -3.488
C 5.989 -3.859 -4.171
C 5.856 -4.183 -5.617
O 6.772 -4.657 -6.241
H 4.473 -4.147 -7.316
H 2.575 -3.160 -6.025
H 5.044 -3.089 -2.435
H 6.949 -4.077 -3.721
C 0.175 4.218 1.668
C -0.367 3.095 1.206
C -0.540 1.905 2.074
O -1.000 0.875 1.617
C -0.140 2.017 3.496
C 0.399 3.144 3.958
C 0.611 4.326 3.084
O 1.103 5.347 3.511
H 0.311 5.100 1.055
H -0.721 2.986 0.190
H -0.316 1.157 4.131
H 0.701 3.262 4.992
C 1.539 -2.113 0.387
C 2.073 -2.332 1.585
C 1.347 -3.126 2.613
O 1.831 -3.321 3.703
C 0.012 -3.668 2.249
C -0.517 -3.446 1.049
C 0.206 -2.649 0.040
O -0.290 -2.443 -1.060
H 2.050 -1.551 -0.385
H 3.046 -1.956 1.874
H -0.492 -4.243 3.015
H -1.488 -3.824 0.756
C -5.228 4.248 -0.487
C -6.399 4.341 0.137
C -6.475 4.572 1.604
O -7.539 4.648 2.172
C -5.193 4.702 2.344
C -4.023 4.611 1.717
C -3.951 4.373 0.256
O -2.880 4.281 -0.311
H -5.145 4.085 -1.554
H -7.347 4.256 -0.378
H -5.275 4.874 3.410
H -3.075 4.703 2.232
C -2.167 -1.708 7.145
C -1.923 -2.875 7.737
C -0.640 -3.591 7.523
O -0.417 -4.656 8.051
C 0.362 -2.954 6.628
C 0.114 -1.789 6.035
C -1.168 -1.078 6.248
O -1.400 -0.012 5.712
H -3.091 -1.163 7.283
H -2.633 -3.358 8.396
H 1.288 -3.497 6.489
H 0.829 -1.305 5.380
```

---

Record 6
Formula: C3H5I2N2
Source: the OMol25 dataset
Level of theory: the ωB97M-V functional and the def2-TZVPD basis

Summary:
Total charge: +1
Lowest unoccupied orbital energy (alpha / beta) (eV): -5.77 / -5.77
Frontier orbital gap (alpha / beta) (eV): 7.0617 / 7.0664
Energy relative to the best compared isomer or geometry (same formula, charge and spin) (kJ/mol): 454.2
HOMO energy (alpha / beta) (eV): -12.84 / -12.84

Structure (XYZ):
```
12
C3H5I2N2, DFT the ωB97M-V functional and the def2-TZVPD basis
C -0.236 -0.080 -0.929
C 1.706 -1.457 -1.468
C -1.275 -0.238 0.124
N 0.776 -0.757 -1.184
N 3.587 -0.583 -0.916
I 1.961 -3.257 -2.352
I 4.916 -1.848 -1.529
H -0.587 0.787 -1.661
H -2.381 -0.614 -0.039
H -1.409 0.810 0.516
H -1.057 -0.961 0.891
H 3.448 -0.731 0.079
```